{
  "formula": "C31H55N4OP2Pd",
  "method": "ωB97M-V with the def2-TZVPD basis set",
  "species": ["Pd", "C", "C", "C", "P", "C", "C", "C", "C", "C", "C", "C", "C", "C", "C", "N", "C", "C", "C", "C", "C", "C", "C", "P", "C", "C", "C", "C", "C", "C", "H", "H", "H", "H", "H", "H", "H", "H", "H", "H", "H", "H", "H", "H", "H", "H", "H", "H", "H", "H", "H", "H", "H", "H", "H", "H", "H", "H", "H", "H", "H", "H", "H", "H", "H", "H", "H", "H", "H", "H", "O", "H", "H", "C", "N", "C", "C", "N", "N", "C", "C", "H", "H", "H", "H", "H", "H", "H", "H", "H", "H", "H", "H", "H"],
  "xyz": [[-0.283497, 0.456090, 0.469203], [0.508584, -2.319728, 3.397965], [1.865919, -1.825475, 2.890380], [2.825149, -1.680068, 4.068946], [1.559889, -0.329490, 1.790657], [1.977442, 1.263458, 2.695845], [0.984321, 1.406712, 3.851559], [3.416652, 1.514627, 3.124160], [2.895954, -0.428043, 0.554026], [4.179418, -0.864826, 0.842358], [5.200443, -0.821007, -0.099920], [6.573629, -1.314701, 0.217179], [4.927206, -0.255000, -1.347154], [3.654108, 0.130573, -1.682132], [2.585557, -0.020960, -0.770434], [1.308705, 0.254305, -1.107336], [0.814971, 0.123450, -2.360465], [1.373232, -0.737793, -3.331349], [0.840300, -0.810158, -4.596256], [-0.269051, -0.047100, -4.957707], [-0.826588, -0.108766, -6.342791], [-0.875220, 0.742296, -3.982243], [-0.373481, 0.830372, -2.698143], [-1.167622, 1.749894, -1.332791], [-2.976996, 1.766995, -1.807982], [-3.784556, 1.776834, -0.507754], [-3.458303, 2.867013, -2.752913], [-0.496049, 3.470061, -1.620273], [1.005404, 3.428535, -1.342968], [-1.178395, 4.481856, -0.705702], [0.604260, -3.312252, 3.836239], [-0.216830, -2.363721, 2.585342], [0.123799, -1.646375, 4.161653], [2.271184, -2.572633, 2.194162], [2.394418, -1.047803, 4.840248], [3.788586, -1.270667, 3.782543], [2.996600, -2.661061, 4.509792], [1.725471, 2.009364, 1.919434], [1.289655, 0.808404, 4.705877], [-0.002777, 1.062662, 3.530375], [0.917286, 2.441487, 4.183122], [3.689162, 0.925378, 3.992197], [3.535124, 2.564651, 3.387770], [4.107052, 1.298289, 2.310762], [4.403309, -1.259550, 1.820647], [6.589820, -1.859313, 1.157153], [7.266962, -0.476264, 0.289777], [6.931439, -1.969020, -0.576627], [5.730812, -0.131224, -2.057106], [3.453178, 0.579639, -2.643701], [2.214810, -1.362049, -3.067481], [1.290271, -1.470136, -5.324779], [-0.057352, -0.386942, -7.057878], [-1.251225, 0.848294, -6.634323], [-1.618166, -0.856226, -6.392840], [-1.763481, 1.295105, -4.250042], [-3.126987, 0.789449, -2.289586], [-3.713932, 2.750376, -0.023779], [-3.387287, 1.021734, 0.174577], [-4.834535, 1.562995, -0.704462], [-3.663507, 3.784991, -2.208128], [-4.388000, 2.559080, -3.228595], [-2.739730, 3.099569, -3.534616], [-0.671102, 3.726963, -2.672074], [1.182084, 3.041797, -0.334641], [1.439543, 4.424417, -1.416314], [1.516492, 2.781703, -2.052682], [-1.022820, 4.205682, 0.334677], [-2.246109, 4.525210, -0.893268], [-0.770378, 5.478185, -0.870297], [-1.274314, 2.519423, 1.856695], [-2.070162, 2.390994, 2.379394], [-0.611737, 2.931436, 2.422044], [-2.919834, -3.616595, -0.863250], [-2.092163, -2.825048, 0.024943], [-0.806617, -2.465955, -0.531108], [-2.642070, -2.022449, 0.980680], [-2.066476, -0.917961, 1.326567], [-3.820546, -2.473195, 1.542582], [-4.645919, -1.564652, 2.306795], [-3.950283, -3.854710, 1.963377], [-2.797298, -3.266527, -1.890971], [-3.968325, -3.530627, -0.594954], [-2.626551, -4.668033, -0.826143], [-0.379980, -3.338480, -1.025914], [-0.128627, -2.159715, 0.272952], [-0.898289, -1.648909, -1.265261], [-2.484620, -0.488086, 2.146599], [-4.319939, -1.473348, 3.351348], [-5.665006, -1.954592, 2.306805], [-4.662271, -0.583306, 1.835761], [-3.154516, -4.459948, 1.539389], [-4.917071, -4.253889, 1.646732], [-3.891610, -3.915973, 3.055849]],
  "atomic_forces_ev_per_a": [[0.13, -0.35, -0.27], [0.04, -0.08, -0.27], [-0.25, 0.17, -0.11], [0.06, -0.01, -0.23], [0.30, 0.30, 0.34], [0.00, -0.18, -0.11], [-0.05, -0.14, -0.25], [-0.11, 0.05, -0.17], [-0.29, 0.04, -0.17], [-0.08, 0.01, -0.21], [-0.03, 0.05, -0.04], [0.07, 0.04, -0.01], [-0.03, -0.04, 0.12], [-0.11, 0.01, -0.02], [1.03, -0.15, 0.10], [-0.88, 0.17, 0.72], [-0.07, -0.08, -0.93], [0.06, 0.10, 0.15], [-0.05, 0.03, -0.04], [0.06, -0.03, 0.03], [-0.03, -0.06, 0.01], [0.11, -0.01, 0.08], [0.13, -0.09, 0.25], [-0.25, 0.27, -0.39], [0.20, -0.08, 0.19], [0.10, -0.19, -0.01], [0.09, -0.11, -0.04], [-0.02, -0.23, 0.17], [-0.09, -0.02, -0.04], [0.03, -0.07, -0.08], [0.02, -0.05, 0.08], [-0.08, -0.03, 0.08], [-0.10, 0.07, 0.07], [-0.07, 0.13, 0.02], [0.02, 0.09, 0.09], [0.10, 0.02, 0.06], [0.00, -0.08, 0.06], [0.02, -0.25, 0.17], [0.03, -0.03, 0.10], [-0.01, 0.10, 0.17], [0.00, 0.12, 0.09], [0.07, -0.10, 0.11], [0.04, 0.09, 0.05], [0.11, 0.03, 0.04], [0.03, -0.02, 0.14], [0.06, -0.04, 0.05], [0.09, -0.01, 0.03], [0.07, -0.05, 0.02], [0.09, 0.01, -0.12], [0.03, -0.01, -0.08], [0.01, -0.02, 0.01], [0.03, -0.05, -0.06], [0.02, -0.01, -0.10], [-0.04, 0.05, -0.07], [-0.08, -0.05, -0.08], [-0.10, 0.07, -0.03], [0.10, 0.12, 0.09], [-0.02, 0.07, 0.07], [-0.13, 0.01, 0.03], [-0.09, 0.04, -0.01], [0.00, 0.08, 0.01], [-0.08, 0.01, -0.05], [0.01, 0.04, -0.12], [0.00, -0.05, 0.10], [0.08, 0.05, -0.05], [-0.01, 0.09, -0.02], [0.14, -0.03, -0.01], [-0.05, 0.07, 0.00], [-0.14, 0.08, 0.08], [0.05, 0.06, -0.04], [0.00, 0.06, -0.08], [-0.01, 0.12, 0.23], [-0.20, -0.03, 0.19], [-0.10, -0.15, -0.10], [-0.01, -0.03, 0.00], [0.24, 0.02, 0.11], [-0.15, 0.19, 0.44], [0.15, 0.59, -0.07], [-0.03, 0.03, -0.18], [0.00, 0.01, -0.07], [-0.06, -0.13, 0.03], [-0.02, 0.03, -0.03], [0.01, -0.01, -0.02], [-0.04, -0.02, -0.05], [-0.04, -0.04, -0.03], [-0.16, -0.03, -0.30], [0.08, -0.19, 0.16], [-0.02, -0.32, -0.09], [0.02, 0.05, -0.02], [0.02, 0.04, 0.05], [0.00, 0.02, 0.03], [-0.03, -0.02, 0.04], [0.05, -0.08, 0.04], [0.02, -0.07, -0.03]],
  "homo_lumo_gap_ha": [0.270, 0.229],
  "total_charge": 1,
  "spin_multiplicity": 3,
  "largest_force_ha_per_bohr": 0.022,
  "lumo_energy_ev": [-1.71, -4.17],
  "s2": 2.05
}


{
  "formula": "C2H7NS",
  "method": "ωB97M-V with the def2-TZVPD basis set",
  "species": ["C", "C", "N", "S", "H", "H", "H", "H", "H", "H", "H"],
  "xyz": [[-0.330454, 1.090176, 1.013796], [-0.616695, -0.871430, -1.017997], [1.840494, -0.017879, 0.244819], [0.429635, -0.521372, 0.615188], [-1.084872, 1.299288, 0.231569], [0.526634, 1.723002, 0.896888], [-0.902104, 1.111936, 1.972382], [-0.443655, -0.101235, -1.760497], [-1.659886, -1.157822, -1.051451], [-0.156941, -1.789797, -1.269574], [2.397844, -0.764866, 0.124876]],
  "atomic_forces_ev_per_a": [[-1.58, -0.74, -0.33], [0.68, 0.23, 0.87], [-1.60, 3.39, -0.21], [-2.75, -0.01, -0.42], [0.53, 0.02, 0.32], [0.18, 0.67, 0.41], [1.03, -0.06, -0.51], [0.37, 0.18, 0.04], [-0.55, 0.46, 0.96], [0.93, -0.85, -0.78], [2.74, -3.29, -0.34]],
  "homo_lumo_gap_ha": 0.338,
  "largest_force_ha_per_bohr": 0.084,
  "lumo_energy_ev": 0.91
}


We obtain total energy values of -63100.688 -14510.341 eV for the records listed above, in that order.
We obtain ΔE to the lowest compared entry with this formula, charge and spin values of 0.8937 2.3195 eV for the records listed above, in that order.